[1]
The following is a DFT calculation (the ωB97M-V functional and the def2-TZVPD basis) of a 9-piece molecular cluster, C8H32BrN16O8 overall.

```
! RIJCOSX wB97M-V def2-TZVPD def2/J DEFGRID3
* xyz -1 1
Br -0.012 -0.833 0.291
C 0.910 1.545 -6.783
O 0.770 1.484 -7.984
N 1.679 2.481 -6.181
N 0.302 0.780 -5.961
H 2.208 3.100 -6.779
H 2.073 2.426 -5.253
H -0.470 0.228 -6.309
H 0.450 0.975 -4.982
C -5.930 3.685 1.842
O -6.537 4.644 2.282
N -6.452 2.859 1.016
N -4.741 3.417 2.101
H -7.413 3.097 0.813
H -5.943 2.354 0.306
H -4.255 2.629 1.698
H -4.357 4.005 2.827
C 5.223 -2.515 -2.509
O 6.331 -2.793 -3.020
N 4.083 -2.560 -3.183
N 5.149 -2.003 -1.313
H 4.116 -2.737 -4.177
H 3.186 -2.487 -2.725
H 4.272 -1.942 -0.816
H 6.042 -1.946 -0.846
C -4.184 -5.068 -2.568
O -4.857 -5.555 -3.447
N -4.520 -4.876 -1.319
N -2.958 -4.715 -2.773
H -5.479 -5.108 -1.104
H -3.944 -4.389 -0.646
H -2.523 -4.120 -2.083
H -2.602 -4.739 -3.718
C 3.309 -3.753 5.168
O 4.037 -4.216 5.981
N 3.018 -4.293 4.036
N 2.717 -2.631 5.282
H 3.364 -5.206 3.777
H 2.598 -3.754 3.292
H 2.857 -2.138 6.152
H 2.124 -2.185 4.596
C -3.839 -3.650 5.006
O -4.416 -4.209 5.879
N -2.931 -4.106 4.225
N -4.089 -2.433 4.674
H -2.539 -5.024 4.380
H -2.356 -3.451 3.714
H -4.937 -2.020 5.033
H -3.643 -1.989 3.884
C 5.155 3.609 1.730
O 5.527 4.624 2.329
N 5.773 3.172 0.702
N 4.032 3.009 2.113
H 6.637 3.615 0.424
H 5.563 2.313 0.214
H 3.605 2.227 1.636
H 3.631 3.594 2.832
C -1.110 5.761 -1.751
O -2.091 5.150 -2.027
N -0.837 7.005 -2.122
N -0.078 5.201 -1.167
H -1.296 7.412 -2.924
H 0.041 7.350 -1.761
H -0.352 4.278 -0.863
H 0.908 5.416 -1.141
*
```

Properties
HOMO-LUMO gap	7.07	eV
strongest force on any atom	7.7	eV/Å
energy	-119086.4527	eV
energy relative to the best compared isomer or geometry (same formula, charge and spin)	432.4	kJ/mol
E_HOMO	-5.5	eV



[2]
The following is a DFT calculation (the ωB97M-V functional and the def2-TZVPD basis) of C8H32InN16O8 as an isolated structure.

```
! RIJCOSX wB97M-V def2-TZVPD def2/J DEFGRID3
* xyz 3 1
In -0.494 0.269 0.160
C 0.750 1.201 3.771
O 0.197 0.558 2.857
N 1.808 0.677 4.444
N 0.309 2.406 4.192
H 2.188 -0.119 3.957
H 2.386 1.381 4.872
H -0.330 2.839 3.553
H 0.696 2.782 5.039
C 0.907 -2.547 -2.411
O 0.203 -1.947 -1.571
N 2.058 -2.007 -2.883
N 0.666 -3.805 -2.822
H 2.580 -2.509 -3.577
H 2.294 -1.167 -2.388
H 1.327 -4.304 -3.396
H -0.030 -4.424 -2.448
C -3.978 1.780 -0.922
O -3.036 1.422 -0.207
N -4.695 0.936 -1.710
N -4.318 3.096 -1.074
H -5.236 1.345 -2.453
H -4.278 0.032 -1.860
H -3.848 3.732 -0.458
H -5.255 3.218 -1.420
C -0.427 -3.445 1.534
O -0.628 -2.226 1.521
N -1.047 -4.253 2.411
N 0.370 -4.108 0.640
H -1.666 -3.808 3.070
H -1.034 -5.255 2.364
H 0.137 -5.080 0.528
H 0.932 -3.642 -0.046
C -0.520 3.718 -2.029
O -0.475 2.630 -1.440
N -1.198 4.832 -1.636
N 0.269 3.945 -3.109
H -1.838 4.738 -0.870
H -1.318 5.592 -2.282
H 0.294 4.916 -3.367
H 0.924 3.279 -3.468
C -3.153 -2.526 -0.811
O -2.611 -1.445 -0.537
N -4.479 -2.681 -0.931
N -2.417 -3.649 -1.011
H -5.080 -1.894 -0.754
H -4.917 -3.567 -1.113
H -2.907 -4.491 -1.254
H -1.427 -3.651 -0.851
C 3.062 -1.026 0.433
O 1.882 -0.990 0.828
N 3.936 -1.966 0.853
N 3.560 -0.103 -0.440
H 4.815 -1.981 0.365
H 3.512 -2.797 1.232
H 2.976 0.538 -0.945
H 4.539 -0.204 -0.649
C 2.529 2.888 1.168
O 1.734 2.067 0.689
N 2.156 4.002 1.826
N 3.879 2.693 1.151
H 1.215 4.344 1.894
H 2.876 4.682 2.011
H 4.055 1.745 0.852
H 4.620 3.336 0.928
*
```

Properties
HOMO-LUMO gap	4.77	eV
strongest force on any atom	1.8	eV/Å
energy	-54191.8345	eV
energy relative to the best compared isomer or geometry (same formula, charge and spin)	0.0	kJ/mol
E_HOMO	-17.4	eV



[3]
The following is a DFT calculation (the ωB97M-V functional and the def2-TZVPD basis) of C8H32N17NiO11 as an isolated structure.

```
! RIJCOSX wB97M-V def2-TZVPD def2/J DEFGRID3
* xyz 1 3
Ni 1.940 1.872 -1.329
N 0.201 -0.605 -0.128
O 0.259 -1.823 -0.263
O 0.925 0.134 -0.857
O -0.487 -0.047 0.724
C -0.048 3.937 -0.015
O 0.658 2.943 -0.258
N -1.048 4.338 -0.831
N 0.182 4.738 1.049
H -1.089 3.938 -1.750
H -1.582 5.157 -0.613
H -0.376 5.548 1.237
H 0.980 4.552 1.629
C -0.344 -2.134 -4.402
O -1.270 -2.838 -4.013
N -0.194 -1.869 -5.743
N 0.584 -1.534 -3.609
H -0.927 -2.149 -6.368
H 0.714 -1.796 -6.168
H 0.600 -1.905 -2.671
H 1.337 -0.963 -3.933
C -3.445 1.428 -0.369
O -3.162 0.560 -1.193
N -4.466 2.311 -0.575
N -2.620 1.757 0.676
H -4.554 3.123 0.002
H -5.110 2.098 -1.313
H -2.658 2.569 1.258
H -1.812 1.153 0.738
C 2.797 -4.454 -0.055
O 1.779 -4.819 0.527
N 3.975 -5.171 -0.026
N 2.726 -3.304 -0.789
H 4.663 -4.792 -0.657
H 3.746 -6.153 -0.072
H 3.514 -2.838 -1.205
H 1.825 -2.903 -1.000
C 1.118 -2.715 3.524
O 1.022 -2.462 4.723
N 0.027 -3.063 2.785
N 2.301 -2.809 2.849
H -0.866 -3.280 3.179
H 0.115 -3.302 1.808
H 2.412 -3.258 1.962
H 3.043 -2.797 3.537
C -3.256 0.395 3.785
O -3.288 1.619 3.604
N -2.395 -0.441 3.142
N -4.088 -0.162 4.719
H -2.470 -1.402 3.418
H -1.803 -0.146 2.389
H -3.937 -1.155 4.831
H -4.269 0.353 5.560
C 2.811 1.107 1.677
O 2.756 1.594 0.534
N 2.768 1.909 2.809
N 3.024 -0.200 1.894
H 3.154 2.830 2.696
H 3.047 1.354 3.599
H 2.934 -0.860 1.140
H 3.054 -0.553 2.833
C -0.247 2.074 -3.600
O 0.807 1.833 -2.969
N -0.303 3.074 -4.509
N -1.392 1.385 -3.395
H -1.218 3.247 -4.877
H 0.534 3.631 -4.515
H -1.428 0.583 -2.778
H -2.179 1.564 -3.988
*
```

Properties
HOMO-LUMO gap (alpha / beta)	7.34 / 6.26	eV
strongest force on any atom	3.4	eV/Å
<S²>	2.00
energy	-97711.1092	eV
energy relative to the best compared isomer or geometry (same formula, charge and spin)	106.8	kJ/mol
E_HOMO (alpha / beta)	-11.1 / -11.1	eV